The following is a DFT calculation (ωB97M-V/def2-TZVPD) of 17 unconnected molecules or ions with the total composition H34O17.

```
51
Properties=species:S:1:pos:R:3:forces:R:3:nbo_charge:R:1
O -0.494643 -2.128576 2.117159 -0.185 0.230 -0.115 -1.01
H 0.368897 -2.541506 2.120769 0.808 -0.486 -0.014 0.51
H -0.396863 -1.362846 2.683129 -0.244 0.503 0.071 0.49
O 1.185367 2.116974 1.870259 -0.392 -0.231 0.222 -0.97
H 1.945387 1.895534 2.408369 0.275 -0.046 0.201 0.49
H 0.946237 3.002064 2.145329 0.117 0.537 0.038 0.49
O 1.132607 -0.564986 -0.194921 0.384 -0.303 0.034 -0.96
H 0.327477 -1.044876 -0.000751 -0.424 -0.256 0.332 0.49
H 0.839757 0.324094 -0.394941 -0.188 0.592 0.085 0.49
O 4.182277 2.394404 1.402919 0.202 -0.095 0.444 -0.94
H 3.769417 3.129374 0.949489 -0.171 0.279 -0.240 0.48
H 3.557007 1.675234 1.313149 0.024 -0.219 -0.387 0.46
O -2.199583 -3.786546 0.808299 -0.303 -0.663 -0.373 -0.95
H -1.408733 -3.455196 1.233749 0.097 0.365 -0.056 0.48
H -2.918633 -3.451016 1.343659 -0.138 0.176 0.061 0.46
O -0.746543 2.047834 -0.029161 0.377 0.246 -0.151 -1.01
H -0.297013 1.940534 0.809069 0.400 -0.129 0.171 0.49
H -1.561623 1.556054 0.070949 -0.958 -0.433 0.189 0.52
O 1.397667 -0.415136 -2.927381 -0.135 -0.281 -0.402 -0.98
H 2.019937 -1.073116 -3.237341 0.332 -0.118 -0.091 0.49
H 1.193337 -0.681536 -2.030991 0.130 -0.155 0.582 0.49
O 1.142327 1.825924 -4.276851 0.409 0.456 -1.485 -1.01
H 0.563747 2.410494 -3.787191 0.188 -0.073 0.163 0.47
H 1.281687 1.081044 -3.692071 0.040 -0.374 0.200 0.48
O 2.300697 -3.209806 -2.831111 0.112 0.177 0.126 -0.95
H 1.474617 -3.197686 -3.314511 -0.345 -0.011 -0.123 0.48
H 2.637957 -4.097086 -2.954501 0.166 -0.206 -0.028 0.48
O 2.130517 -3.173266 1.795589 -0.127 0.124 0.110 -0.96
H 2.557947 -2.571546 1.186109 0.043 0.316 -0.342 0.49
H 2.781887 -3.856316 1.954939 0.003 -0.289 0.149 0.49
O -2.808253 0.602924 1.086709 0.031 0.351 -0.280 -0.99
H -3.339643 -0.164066 0.873219 -0.381 -0.417 -0.410 0.50
H -2.325293 0.348914 1.873139 0.169 -0.023 0.457 0.49
O -4.240023 -1.577656 -0.353611 -0.124 0.283 0.266 -0.96
H -3.795583 -1.424846 -1.187491 0.186 0.063 -0.248 0.48
H -4.596553 -2.462666 -0.430331 -0.046 -0.239 0.032 0.48
O -1.306923 0.350934 3.440299 0.202 -0.247 0.033 -0.96
H -0.630143 1.023624 3.515779 0.286 0.355 -0.154 0.49
H -1.357073 -0.038066 4.313439 -0.257 -0.103 0.325 0.49
O 1.508347 5.053984 0.101179 0.128 -0.096 0.310 -0.95
H 0.751517 4.524614 -0.150241 -0.243 -0.252 -0.071 0.47
H 1.643477 5.646094 -0.638681 0.125 0.204 -0.167 0.48
O -0.845843 -4.398296 3.849849 0.018 -0.485 0.269 -0.94
H -1.280153 -3.870916 3.179429 -0.051 0.157 -0.167 0.48
H -0.598213 -3.768896 4.527189 0.072 0.106 0.138 0.46
O -0.261333 2.864854 -2.446711 -0.348 0.894 -0.326 -0.97
H -0.152453 3.804054 -2.297441 -0.111 0.243 -0.142 0.47
H -0.412413 2.499254 -1.575081 -0.112 -0.403 0.781 0.50
O -2.255683 1.955084 -4.665011 -0.534 -0.051 -0.048 -0.96
H -1.500293 1.919954 -4.078171 0.341 0.031 0.200 0.49
H -1.910573 2.322594 -5.478681 0.153 -0.005 -0.171 0.47
```
Forces are in eV/Å.

Results
Kohn-Sham gap, eV: 8.75
Molar mass, g mol⁻¹: 306.25
LUMO, eV: -0.6
HOMO energy, eV: -9.3
Relative energy (zero: lowest compared OMol25 entry of this formula, charge and spin), kcal/mol: 38.8